Density functional theory data (ωB97M-V/def2-TZVPD) for a molecular structure, C12H18GeNO4PtSbSe5 in a non-equilibrium geometry.

Geometry as XYZ:
```
43
Properties=species:S:1:pos:R:3:mulliken_charge:R:1
Pt -0.96549 -1.98487 -0.90439 0.81
O 1.39277 -2.91225 -1.23994 -0.57
C 2.26696 -2.60593 -0.44938 -0.40
C 2.15797 -2.30702 0.96926 0.80
C 3.35588 -2.30134 1.67152 -0.30
C 3.39886 -2.08742 3.03552 -0.34
C 2.19667 -1.87471 3.75256 -0.31
C 1.01385 -1.84760 3.09158 -0.70
C 0.91670 -2.00896 1.65705 0.37
O -0.20017 -1.85996 1.11573 -0.65
N 4.64788 -2.08746 3.71804 0.99
O 5.68047 -2.26366 3.07506 -0.67
O 4.65424 -1.90908 4.93416 -0.67
H 3.31143 -2.55250 -0.81718 0.26
H 4.28174 -2.49074 1.14335 0.43
H 2.24469 -1.72950 4.82217 0.44
H 0.08007 -1.68456 3.61320 0.42
C -1.05850 4.72211 -0.27943 -1.19
Ge -1.19385 2.75782 -0.51558 0.49
C -2.66111 2.36739 -1.74630 -0.87
C -1.36703 1.93139 1.24833 -0.90
C 0.53160 2.16899 -1.26071 -1.02
Se 0.67422 0.23780 -1.64092 0.09
C -0.03019 0.32508 -3.44577 -1.00
H -1.97399 5.10630 0.17443 0.35
H -0.92476 5.21935 -1.24127 0.35
H -0.22052 4.98603 0.36742 0.35
H -3.61072 2.68525 -1.31090 0.34
H -2.74924 1.29271 -1.91446 0.08
H -2.52394 2.87944 -2.69842 0.35
H -2.31056 2.21191 1.71937 0.35
H -0.54238 2.23961 1.89290 0.36
H -1.35581 0.84749 1.15261 0.10
H 1.31851 2.40839 -0.54204 0.41
H 0.77870 2.66523 -2.20179 0.37
H -1.05803 0.68193 -3.42707 0.27
H -0.02479 -0.68897 -3.83469 0.29
H 0.60174 0.97489 -4.05121 0.38
Se -5.71401 -0.84453 -3.34842 -0.73
Sb -4.40626 -2.32369 -1.93388 0.65
Se -2.08570 -2.61454 -2.90714 -0.55
Se -5.39354 -4.46086 -1.35301 -0.71
Se -3.13438 -1.26895 -0.09035 -0.52
```

**Maximum force**: 1.4 eV/A
**E**: -15267.49238 Eh
**Charge**: -2
**Relative energy (zero: lowest compared OMol25 entry of this formula, charge and spin)**: 1.3 kcal per mole
**Lowest unoccupied orbital energy**: 0.1392 Eh


Density functional theory data (ωB97M-V/def2-TZVPD) for 7 unconnected molecules or ions with the total composition C12H31F6N8O9 in a non-equilibrium geometry.

Geometry as XYZ:
```
66
Properties=species:S:1:pos:R:3:mulliken_charge:R:1
O 0.36099 -1.81558 -2.51268 -0.43
H 0.46178 -1.50946 -1.60840 0.46
H 1.12400 -2.32300 -2.79892 0.47
H -0.44625 -2.33470 -2.53457 0.46
C 6.38055 -2.31911 -4.03152 -0.26
O 6.38526 -1.74934 -2.75905 -0.17
O 5.18296 -3.00469 -4.23195 -0.86
C 6.96762 -1.36189 -5.17974 0.85
F 6.92910 -2.09558 -6.29565 -0.28
F 6.33173 -0.31134 -5.46278 -0.28
F 8.28257 -0.96724 -5.08526 -0.29
C 7.58850 -1.29945 -2.18748 -0.14
C 7.33045 -1.39604 -0.71467 -1.27
H 6.57460 -0.67398 -0.40580 0.28
H 7.04248 -2.41031 -0.43817 0.30
H 8.22306 -1.32594 -0.09304 0.40
H 7.69989 -0.27851 -2.55265 0.28
H 8.39791 -2.00031 -2.39180 0.28
H 7.02493 -3.19502 -3.95638 0.21
C 0.05658 3.68295 2.73497 -0.33
O -1.07931 4.43276 3.13566 -0.18
O -0.42740 2.44285 2.25864 -0.94
C 0.93780 4.58972 1.75897 0.95
F 2.17683 4.63702 2.31870 -0.32
F 0.99310 4.41309 0.50368 -0.28
F 0.58339 5.83466 1.70922 -0.30
C -1.37344 4.80105 4.59180 -0.25
C -2.61379 5.77212 4.39754 -1.08
H -2.37357 6.25766 3.45168 0.29
H -3.48361 5.26719 3.97735 0.29
H -2.80156 6.47656 5.20785 0.32
H -0.42941 5.19936 4.96366 0.34
H -1.62182 3.94156 5.21444 0.26
H 0.65791 3.43300 3.60905 0.20
C -3.87160 5.59913 -2.61230 0.64
O -4.47105 6.28863 -3.44462 -0.69
N -3.46826 4.38113 -2.65827 -0.41
N -3.66452 6.00476 -1.42586 -0.35
H -2.65870 4.14679 -2.10168 0.22
H -3.76742 3.88349 -3.48469 0.21
H -3.25075 5.47374 -0.67293 0.18
H -4.16975 6.85028 -1.20239 0.20
C -3.10044 -6.88470 -4.10369 0.68
O -2.92395 -5.95538 -3.29072 -0.69
N -4.25959 -7.08552 -4.63570 -0.40
N -2.17013 -7.62194 -4.64947 -0.40
H -4.26277 -7.59196 -5.50954 0.17
H -5.03453 -6.60987 -4.19602 0.22
H -2.36370 -8.25800 -5.40978 0.18
H -1.22815 -7.29915 -4.48040 0.23
C 0.84474 -3.48705 5.93469 0.65
O 1.14942 -4.10508 6.96219 -0.66
N 1.64189 -3.16509 4.93225 -0.40
N -0.31801 -3.13836 5.60898 -0.33
H 2.59565 -3.49242 4.98964 0.22
H 1.29222 -2.40353 4.36846 0.18
H -1.18136 -3.52362 5.96436 0.20
H -0.50115 -2.41399 4.92938 0.15
C -6.44134 0.00168 2.01700 0.66
O -7.58304 -0.29614 2.13150 -0.65
N -5.82052 0.60050 2.96672 -0.39
N -5.79055 -0.04903 0.86382 -0.40
H -4.85187 0.84489 2.81808 0.17
H -6.34612 0.69304 3.82421 0.21
H -6.16000 -0.63981 0.13266 0.21
H -4.90856 0.44258 0.84129 0.18
```

**Maximum force**: 9.0 eV/A
**E**: -2190.04156 Eh
**Charge**: -1
**Relative energy (zero: lowest compared OMol25 entry of this formula, charge and spin)**: 262.7 kcal per mole
**Lowest unoccupied orbital energy**: -0.0356 Eh


Density functional theory data (ωB97M-V/def2-TZVPD) for 2 unconnected molecules or ions with the total composition C4H6NO4P in a non-equilibrium geometry.

Geometry as XYZ:
```
16
Properties=species:S:1:pos:R:3:mulliken_charge:R:1
C 0.18561 1.29026 2.08409 -0.97
C 0.16445 0.26914 1.22993 0.21
C 0.72092 0.93748 -1.59026 0.57
C -0.68788 0.18392 0.06149 -1.05
N 1.71138 0.12991 -1.42725 -0.72
O -1.86585 -2.20129 0.87333 -0.81
O -2.10786 -1.48947 -1.63747 -0.82
O 0.41983 1.97350 -2.12160 -0.58
O 0.14970 -2.22818 -0.74286 -0.65
P -1.34229 -1.45034 -0.33682 0.82
H 0.81743 1.33877 2.86857 0.34
H -0.44105 2.11773 1.95056 0.31
H 0.68121 -0.62633 1.51229 0.29
H -1.52420 0.75093 0.12867 0.51
H 0.58212 -1.45034 -1.09931 0.41
H 2.53648 0.45430 -1.75337 0.15
```

**Maximum force**: 4.5 eV/A
**E**: -853.09585 Eh
**Charge**: -2
**Relative energy (zero: lowest compared OMol25 entry of this formula, charge and spin)**: 6.7 kcal per mole
**Lowest unoccupied orbital energy**: 0.2367 Eh


Density functional theory data (ωB97M-V/def2-TZVPD) for a molecular structure, C19H28BrO2Ti in a non-equilibrium geometry.

Geometry as XYZ:
```
51
Properties=species:S:1:pos:R:3:mulliken_charge:R:1
O 0.49793 0.10849 -2.94588 -0.30
C 0.65882 1.35997 -3.67079 -0.59
C 0.47029 0.75687 -5.05181 -0.85
H 1.67546 1.73942 -3.49034 0.25
H -0.10934 2.11188 -3.43867 0.48
C 0.48073 -0.57983 -4.25228 1.40
H 1.30626 0.92464 -5.73487 0.34
H -0.50093 0.97910 -5.48744 0.30
C 1.78099 -1.30463 -4.51834 -1.63
H 2.62082 -0.60974 -4.40290 0.39
H 1.80266 -1.67111 -5.55110 0.40
H 1.90752 -2.16425 -3.85429 0.34
C -0.74768 -1.46099 -4.39149 -1.68
H -1.65303 -0.89766 -4.13481 0.34
H -0.67161 -2.32549 -3.71531 0.36
H -0.84010 -1.82081 -5.42821 0.41
Ti 0.11346 -0.12071 2.85025 -0.09
C -1.55748 -0.52480 4.40272 -0.50
C -1.33760 0.89020 4.45765 -0.66
C -1.70775 1.44511 3.19034 -0.35
H -1.03818 1.43530 5.35614 0.53
C -2.19997 0.38633 2.36814 -0.14
C -2.08492 -0.84316 3.11153 -0.82
H -2.44775 -1.80891 2.75896 0.51
H -1.44203 -1.18764 5.26019 0.62
H -1.71632 2.50280 2.93745 0.46
H -2.75051 0.49820 1.43156 0.76
C 1.11952 -1.58684 4.42172 -0.36
C 0.33226 -2.32500 3.48265 -0.35
C 0.91119 -2.14735 2.17145 -0.34
H -0.50002 -2.98904 3.71089 0.59
C 2.06514 -1.30216 2.32608 -0.35
C 2.21431 -0.99880 3.71614 -0.60
H 3.06055 -0.48565 4.17873 0.55
H 0.96828 -1.52158 5.50082 0.47
H 0.59168 -2.65555 1.26101 0.59
H 2.77533 -1.03768 1.54143 0.52
O 0.31932 0.50570 0.70566 -0.16
C -0.62128 -0.00651 -0.32191 -0.34
C -1.41326 1.21519 -0.76988 -0.51
H -1.22197 -0.83486 0.07551 0.30
H -0.01423 -0.37643 -1.15876 0.60
C -0.38405 2.34558 -0.64389 -0.39
H -2.29389 1.40168 -0.12650 0.17
H -1.79767 1.05416 -1.78679 0.41
C 0.58621 1.92958 0.45314 -0.64
H -0.84442 3.32538 -0.49680 0.43
H 0.15852 2.39186 -1.60242 0.01
H 0.44282 2.48911 1.41135 0.23
H 1.64570 2.02974 0.12814 0.27
Br 1.39023 1.76089 3.76584 -0.37
```

**Maximum force**: 1.6 eV/A
**E**: -4314.53370 Eh
**Charge**: +1
**Relative energy (zero: lowest compared OMol25 entry of this formula, charge and spin)**: 0.0 kcal per mole
**Lowest unoccupied orbital energy**: -0.1488 Eh


Density functional theory data (ωB97M-V/def2-TZVPD) for C5H12NO in the gas phase in a non-equilibrium geometry.

Geometry as XYZ:
```
19
Properties=species:S:1:pos:R:3:mulliken_spin:R:1
O 0.98926 0.20318 -2.45743 0.25
C 1.48468 0.60996 -1.32601 0.68
C 0.92886 -0.07155 -0.11851 -0.05
C -0.24867 0.63653 0.56671 0.09
C -0.59008 0.07352 1.93825 0.02
C -1.46454 0.76538 -0.37532 -0.02
N 0.54842 -1.42729 -0.65964 0.02
H 2.50700 1.00811 -1.29616 0.01
H 1.70769 -0.19031 0.64460 0.01
H 0.12229 1.66372 0.62547 -0.02
H -1.63821 0.21937 2.22560 0.00
H -0.36074 -0.99512 2.06972 0.00
H 0.01958 0.52831 2.73184 0.00
H -1.38841 1.56421 -1.09507 0.00
H -1.58348 -0.11167 -0.99915 0.00
H -2.40388 0.76870 0.18228 0.00
H 1.09294 -2.23317 -0.37538 0.00
H 0.70534 -1.27866 -1.69596 0.01
H -0.42804 -1.73321 -0.58584 0.00
```

**Maximum force**: 1.8 eV/A
**E**: -327.59164 Eh
**Spin multiplicity**: 2
**Relative energy (zero: lowest compared OMol25 entry of this formula, charge and spin)**: 22.2 kcal per mole
**Lowest unoccupied orbital energy (spin up / spin down)**: 0.0125 / 0.0113 Eh


Density functional theory data (ωB97M-V/def2-TZVPD) for 2 unconnected molecules or ions with the total composition C2H5O2 in a non-equilibrium geometry.

Geometry as XYZ:
```
9
Properties=species:S:1:pos:R:3:mulliken_charge:R:1
O -0.38114 -2.16435 -1.49729 -0.71
H -1.11014 -1.54748 -1.58281 0.28
O 0.54244 -0.82480 0.51274 -0.77
C -0.09485 0.28086 0.52246 -0.10
C 0.55503 1.52890 0.80848 -0.75
H -1.26293 0.20649 0.30503 0.28
H 1.28751 1.57667 1.68926 0.15
H 0.26126 2.40572 0.26782 0.24
H 0.20282 -1.46202 -1.02568 0.39
```

**Maximum force**: 2.1 eV/A
**E**: -229.64850 Eh
**Charge**: -1
**Relative energy (zero: lowest compared OMol25 entry of this formula, charge and spin)**: 48.1 kcal per mole
**Lowest unoccupied orbital energy**: 0.1715 Eh


Density functional theory data (ωB97M-V/def2-TZVPD) for a molecular structure, C15H12ClF5HfNO5S2 in a non-equilibrium geometry.

Geometry as XYZ:
```
42
Properties=species:S:1:pos:R:3:mulliken_charge:R:1
Hf 0.00000 0.00000 0.00000 0.53
Cl 0.10277 3.44445 6.51607 -0.26
C 0.18448 2.96592 4.86354 0.27
C 0.55797 3.87959 3.89665 -0.77
C 0.61812 3.47113 2.56073 -0.32
C 0.31703 2.16040 2.12074 0.15
O 0.39934 1.87845 0.88105 0.18
C -0.06126 1.25896 3.15103 1.20
C -0.42660 -0.18565 2.92676 -0.20
O -0.46914 -0.83039 1.88852 -0.54
C -0.12505 1.66186 4.50341 -1.17
H 0.80458 4.90376 4.15217 0.40
H 0.91481 4.20439 1.80851 0.35
H -0.69022 -0.71299 3.85899 0.22
H -0.41665 0.95593 5.27406 0.34
S 2.24512 -0.94648 0.98353 -0.45
C 2.64081 -0.26698 -0.60491 0.61
C 3.97554 -0.36706 -0.98321 -0.84
C 4.36727 0.14447 -2.22024 -0.08
C 3.42189 0.74086 -3.04626 -0.99
C 2.11136 0.80413 -2.60195 -0.06
N 1.69214 0.32289 -1.41590 0.19
H 4.70634 -0.83440 -0.33154 0.41
H 5.40456 0.07302 -2.52743 0.37
H 3.69761 1.14604 -4.01092 0.39
H 1.33438 1.25847 -3.20628 0.51
F -0.34678 -3.07422 -0.04171 -0.31
C -0.43926 -2.08048 -0.99940 -0.01
F 0.49565 -2.31553 -1.99137 -0.30
C -1.83785 -2.06287 -1.59680 0.68
F -2.76395 -1.81957 -0.59980 -0.22
F -1.92272 -1.06201 -2.54656 -0.21
F -2.11464 -3.28108 -2.19048 -0.30
C 0.01423 3.36021 -1.30810 -0.71
S -1.37767 2.27009 -1.23117 1.16
O -1.72166 2.27510 0.18897 -0.57
O -2.35190 2.91779 -2.10663 -0.78
O -0.83625 1.00895 -1.73281 -0.52
H -0.28918 4.34598 -0.94882 0.33
H 0.35356 3.42675 -2.34406 0.36
H 0.81112 2.96018 -0.67750 0.03
H -1.91971 0.25444 0.31408 -0.10
```

**Maximum force**: 5.6 eV/A
**E**: -2813.80880 Eh
**Charge**: -1
**Lowest unoccupied orbital energy**: 0.0780 Eh


Density functional theory data (ωB97M-V/def2-TZVPD) for C18H15F3N4O3 in the gas phase in a non-equilibrium geometry.

Geometry as XYZ:
```
43
Properties=species:S:1:pos:R:3:mulliken_charge:R:1
C -5.84471 -2.68423 -1.18275 -0.91
O -4.98192 -1.61354 -0.88688 -0.44
C -5.31311 -0.78192 0.15972 0.77
C -6.44186 -0.91187 0.94863 -0.44
C -6.67727 -0.01291 1.97972 -0.70
C -5.78881 1.01440 2.22418 -0.75
C -4.65401 1.15624 1.44158 -0.53
C -4.40625 0.26676 0.40926 0.22
N -3.28718 0.33374 -0.42608 -0.04
C -2.27087 1.24234 -0.40998 0.70
O -2.15219 2.16387 0.36705 -0.69
N -1.36782 1.04538 -1.44078 -0.28
C -0.12501 1.76867 -1.41945 -0.83
C 1.01560 0.93699 -0.95152 0.85
N 2.26639 1.26743 -0.88425 -0.56
C 2.86350 0.13557 -0.39791 0.68
C 4.28879 0.03460 -0.14917 0.13
C 5.10808 1.13277 -0.39959 -0.45
C 6.46683 1.04696 -0.16692 -0.79
C 7.00399 -0.13807 0.32059 0.36
C 8.48633 -0.24879 0.54250 0.92
F 9.12253 -0.72598 -0.54731 -0.25
F 8.80224 -1.07845 1.54858 -0.26
F 9.06347 0.92882 0.82320 -0.27
C 6.19245 -1.23933 0.57024 -0.74
C 4.83468 -1.15194 0.33731 -0.68
N 2.00757 -0.83223 -0.19119 -0.53
O 0.80139 -0.32375 -0.54843 -0.06
H -5.39321 -3.20177 -2.02814 0.25
H -5.92912 -3.37596 -0.33901 0.36
H -6.84071 -2.33012 -1.46601 0.36
H -7.14753 -1.70818 0.77302 0.39
H -7.56228 -0.12753 2.58678 0.37
H -5.97216 1.71285 3.02570 0.38
H -3.95352 1.95351 1.62276 0.50
H -3.28079 -0.39053 -1.13064 0.31
H -1.36931 0.16156 -1.92576 0.25
H -0.26368 2.60800 -0.72555 0.33
H 0.11440 2.17433 -2.40871 0.29
H 4.66492 2.04160 -0.77430 0.48
H 7.11005 1.89273 -0.35534 0.43
H 6.62661 -2.15188 0.94895 0.42
H 4.18349 -1.99015 0.52588 0.47
```

**Maximum force**: 1.3 eV/A
**E**: -1439.29983 Eh
**Relative energy (zero: lowest compared OMol25 entry of this formula, charge and spin)**: 0.0 kcal per mole
**Lowest unoccupied orbital energy**: 0.0043 Eh